DFT (the ωB97M-V functional and the def2-TZVPD basis) results for 4 unconnected molecules or ions with the total composition C70H78N2O10S at a distorted geometry.

XYZ file:
```
161
Properties=species:S:1:pos:R:3:forces:R:3:lowdin_charge:R:1
C 4.1532 -2.1654 -0.9245 -1.394 0.295 -0.343 -0.006
C 3.0824 -1.7833 -1.7417 1.483 -0.525 0.710 -0.202
N 1.8555 -1.1238 -1.2962 0.921 -1.241 -1.310 -0.027
C 2.0863 0.2702 -0.8317 1.503 -0.109 0.844 -0.244
C 2.4884 0.1507 0.7198 -1.119 -1.224 0.392 -0.105
C 2.0644 -0.8817 1.5503 1.000 1.766 -0.557 -0.009
C 0.8604 1.2697 -1.0757 -0.419 0.157 2.701 -0.358
C 1.0310 2.4956 -0.0341 -0.303 0.712 -1.467 -0.103
C 2.4045 3.2834 -0.2094 -0.319 0.805 0.947 -0.148
C 2.3969 4.3889 -1.3600 0.384 -0.424 -0.409 -0.344
C 3.6345 4.0314 -2.3321 -0.575 0.078 0.733 -0.079
C 2.4642 5.9004 -0.8492 0.815 0.094 -2.144 -0.164
C 1.6024 6.7740 -1.9129 -0.572 -1.805 2.012 -0.173
C 0.0413 6.6595 -1.5606 0.511 1.835 0.739 -0.096
C -0.5552 7.8341 -0.9478 0.214 -1.761 -1.123 -0.299
C -0.2217 8.1521 0.5613 1.409 1.028 -1.134 -0.077
C -1.4728 8.7309 -1.8856 -0.676 -1.010 1.631 -0.081
C -0.4599 0.5158 -0.6104 0.192 -0.573 0.942 -0.153
N -1.5950 1.4397 -0.2475 -0.152 -1.290 0.067 -0.110
C -2.8980 0.6968 -0.2258 -0.986 0.039 0.841 -0.139
O 0.8316 1.8948 -2.3618 -0.024 -1.658 0.352 -0.081
C 0.1192 1.2108 -3.3929 -0.302 1.276 -2.604 -0.310
C -1.2511 1.9879 -3.6604 0.259 -0.085 -0.522 -0.125
C -2.2119 1.2780 -4.7264 -0.297 1.725 0.363 -0.190
C -3.6979 1.2508 -4.1493 -0.828 -1.268 -1.161 -0.204
C -4.4051 -0.1257 -4.6126 1.165 0.069 0.568 -0.248
C -4.1611 -1.2275 -3.4705 -0.909 0.285 -0.636 -0.119
C 0.9902 1.4234 -4.7359 -0.012 -0.833 0.349 -0.120
C 2.2890 0.4832 -4.7630 -0.051 -0.087 -0.703 -0.171
C 3.6378 1.2335 -5.1500 0.558 -0.382 0.291 -0.224
C 3.4866 2.3324 -6.2833 -0.589 -0.466 0.604 -0.212
S 5.1111 3.0941 -6.8029 0.298 4.465 -3.981 0.720
O 5.5027 2.6858 -8.1884 -0.519 -0.839 4.045 -0.326
O 4.9415 4.5970 -6.8157 0.051 -3.609 1.447 -0.369
O 6.2626 2.7690 -5.6483 -1.553 0.144 -0.952 -0.192
H 5.2241 -2.0861 -1.2687 -1.472 -0.998 -0.117 0.056
H 3.9888 -2.5696 0.1203 0.220 1.559 -1.035 0.052
H 3.1573 -2.0555 -2.8481 0.046 1.198 1.257 0.108
H 1.2123 -1.1886 -2.0874 0.079 0.363 0.508 0.085
H 3.0067 0.6939 -1.3707 -1.224 -0.383 0.569 0.140
H 3.1273 0.9787 1.1438 -1.162 -0.847 -0.395 0.106
H 1.6478 -1.8718 1.2074 0.156 1.544 0.269 0.077
H 2.1881 -0.7072 2.6666 0.109 -0.531 -1.538 0.055
H 0.2157 3.2359 -0.3482 0.986 -1.024 0.487 0.125
H 0.7838 2.2033 1.0271 0.690 0.081 -1.124 0.115
H 2.5720 3.8449 0.7762 -0.102 -0.804 -1.199 0.110
H 3.3135 2.6252 -0.3419 -1.151 0.529 0.158 0.091
H 1.4555 4.3118 -2.0044 1.181 -0.198 1.044 0.115
H 3.4195 2.9964 -2.7429 0.233 1.329 0.157 0.051
H 4.5930 3.9349 -1.7231 -1.130 0.355 -0.727 0.088
H 3.7606 4.8190 -3.1381 -0.085 -1.056 0.761 0.082
H 2.0894 6.0543 0.2028 0.497 -0.200 -1.184 0.084
H 3.5493 6.2395 -0.9916 -1.250 -0.419 0.809 0.110
H 1.9541 7.8424 -1.9887 -0.629 -1.104 0.274 0.106
H 1.7019 6.3046 -2.9510 -0.059 0.632 1.353 0.112
H -0.5490 5.7027 -1.7464 0.524 1.814 -1.374 0.104
H 0.7388 7.6224 0.8797 -1.264 0.532 -0.564 0.054
H -1.0362 7.7696 1.2587 0.810 0.590 -1.147 0.092
H -0.0266 9.2601 0.6966 -0.504 -1.084 0.281 0.070
H -1.5475 8.2786 -2.9166 0.048 0.356 1.273 0.073
H -2.5038 8.8472 -1.4117 1.108 0.406 -0.856 0.071
H -0.9345 9.7282 -1.9998 -0.764 -1.172 0.312 0.089
H -0.1866 -0.0150 0.3684 0.060 0.427 -1.514 0.129
H -0.7955 -0.3257 -1.3023 0.313 1.375 0.636 0.116
H -1.4260 1.6516 0.7468 -0.029 0.248 -0.894 0.093
H -3.7372 1.2746 -0.7438 1.240 -0.776 0.443 0.072
H -2.8312 -0.3503 -0.6434 -0.025 1.199 0.253 0.070
H -3.2538 0.5801 0.8570 0.413 0.047 -1.401 0.088
H 0.0076 0.0931 -3.2921 -0.069 1.133 0.407 0.138
H -0.9436 3.0035 -4.0905 -0.304 -1.282 0.716 0.122
H -1.8427 2.2148 -2.7269 0.943 -0.491 -0.760 0.098
H -1.8427 0.2799 -5.1061 -0.439 0.889 0.774 0.104
H -2.2414 1.9701 -5.6367 0.087 -1.148 1.010 0.114
H -3.7669 1.2744 -3.0223 0.381 0.165 -1.241 0.072
H -4.3139 2.1128 -4.5627 0.960 -0.877 0.581 0.111
H -3.8611 -0.4936 -5.5348 -0.836 0.464 0.793 0.092
H -5.4937 0.0108 -4.8813 1.147 -0.234 0.567 0.100
H -4.9156 -2.0558 -3.6665 1.129 0.748 0.557 0.066
H -4.3736 -0.7530 -2.4554 0.302 -0.833 -1.272 0.058
H -3.1004 -1.6503 -3.5006 -1.414 0.651 0.076 0.076
H 1.2252 2.5287 -4.7982 -0.143 -1.261 0.183 0.110
H 0.3866 1.1440 -5.6652 0.529 0.550 1.364 0.121
H 2.1093 -0.3369 -5.5413 0.212 1.086 0.973 0.119
H 2.4482 -0.0818 -3.7840 -0.185 1.045 -1.151 0.081
H 4.0843 1.6619 -4.1949 -0.546 -0.248 -1.364 0.093
H 4.4001 0.4670 -5.5215 -1.019 0.941 0.507 0.125
H 3.0012 1.8792 -7.2065 1.007 0.609 0.938 0.125
H 2.8411 3.2226 -5.9806 1.167 -1.100 -0.296 0.104
H 6.1768 3.5077 -5.0023 0.072 -0.395 -0.514 0.094
O 3.5923 4.9980 8.4666 -0.091 -0.118 -0.217 0.104
C 3.1649 4.4672 7.4576 0.292 0.370 0.705 -0.278
C 2.8344 5.2783 6.2614 -0.038 0.255 -0.200 -0.082
C 3.0342 6.6590 6.2846 -0.025 0.171 -0.181 0.005
C 2.7636 7.4184 5.1517 0.018 -0.189 0.104 -0.052
C 2.2959 6.8017 3.9932 0.010 -0.090 0.096 -0.053
C 2.0797 5.4315 3.9743 -0.024 0.212 -0.154 0.002
C 2.3414 4.6681 5.1089 0.082 0.326 -0.012 -0.084
C 2.0877 3.2119 5.0773 -0.313 -0.344 -0.646 -0.280
O 1.6032 2.6969 4.0862 0.057 -0.034 0.089 0.093
C 2.4360 2.3963 6.2626 0.049 -0.241 0.215 -0.082
C 2.2355 1.0165 6.2319 0.055 -0.169 0.124 0.003
C 2.5901 0.2391 7.3270 0.005 0.137 -0.060 -0.054
C 3.1464 0.8362 8.4561 -0.028 0.186 -0.102 -0.055
C 3.3342 2.2128 8.4958 0.001 -0.235 0.067 0.003
C 2.9746 2.9978 7.4008 -0.003 -0.318 0.035 -0.083
H 3.4042 7.1420 7.1820 -0.019 -0.200 -0.022 0.121
H 2.9235 8.4909 5.1691 -0.009 -0.090 0.010 0.108
H 2.0975 7.3898 3.1036 0.009 -0.029 0.077 0.097
H 1.7102 4.9575 3.0712 0.016 -0.096 0.170 0.110
H 1.8071 0.5462 5.3535 0.029 0.186 0.019 0.115
H 2.4370 -0.8344 7.2998 0.000 0.085 -0.018 0.107
H 3.4316 0.2272 9.3070 -0.025 0.060 -0.063 0.108
H 3.7645 2.6718 9.3790 -0.075 0.109 -0.163 0.121
O -6.7798 -4.2672 -2.3054 -0.093 -0.196 -0.031 0.097
C -7.2753 -5.3728 -2.4294 0.352 0.753 0.079 -0.279
C -6.4318 -6.5410 -2.7751 0.223 -0.216 -0.075 -0.084
C -5.0571 -6.3731 -2.9383 0.181 -0.129 -0.037 0.002
C -4.2533 -7.4695 -3.2236 -0.158 0.061 0.035 -0.057
C -4.8177 -8.7370 -3.3456 -0.167 0.083 0.026 -0.057
C -6.1891 -8.9052 -3.2008 0.232 -0.064 -0.041 0.002
C -7.0005 -7.8067 -2.9212 0.328 0.003 -0.017 -0.084
C -8.4639 -7.9937 -2.7864 -0.359 -0.801 -0.126 -0.280
O -8.9665 -9.0882 -2.9675 0.107 0.240 0.045 0.104
C -9.3044 -6.8299 -2.4211 -0.232 0.216 0.076 -0.084
C -10.6786 -6.9992 -2.2557 -0.181 0.124 0.068 0.002
C -11.4707 -5.9214 -1.8808 0.167 -0.058 -0.038 -0.057
C -10.8941 -4.6713 -1.6694 0.172 -0.075 -0.054 -0.057
C -9.5273 -4.4956 -1.8471 -0.233 0.056 0.049 0.002
C -8.7292 -5.5736 -2.2287 -0.335 0.013 0.082 -0.084
H -4.6118 -5.3894 -2.8390 -0.195 -0.037 0.038 0.118
H -3.1837 -7.3379 -3.3459 -0.088 -0.001 0.013 0.107
H -4.1876 -9.5941 -3.5560 -0.059 0.066 0.008 0.108
H -6.6241 -9.8933 -3.3019 -0.110 0.174 0.022 0.121
H -11.1319 -7.9714 -2.4144 0.205 0.036 -0.011 0.121
H -12.5387 -6.0560 -1.7488 0.089 0.002 -0.013 0.108
H -11.5121 -3.8328 -1.3676 0.060 -0.061 -0.030 0.107
H -9.0848 -3.5192 -1.6841 0.105 -0.165 -0.075 0.121
O 3.9051 -8.0163 5.1659 -0.135 0.213 -0.014 0.105
C 3.2502 -6.9928 5.0889 0.455 -0.730 0.052 -0.280
C 1.8126 -6.9896 5.4494 -0.305 -0.049 0.089 -0.084
C 1.2134 -8.1652 5.9002 -0.197 -0.061 0.080 0.003
C -0.1235 -8.1621 6.2777 0.135 0.093 -0.056 -0.057
C -0.8666 -6.9862 6.2082 0.151 0.078 -0.071 -0.057
C -0.2777 -5.8170 5.7432 -0.176 -0.143 0.085 0.002
C 1.0617 -5.8171 5.3568 -0.163 -0.245 0.131 -0.085
C 1.6755 -4.5696 4.8456 -0.478 0.712 -0.091 -0.280
O 1.0063 -3.5596 4.7136 0.151 -0.187 0.048 0.096
C 3.1166 -4.5678 4.5043 0.284 0.058 -0.084 -0.083
C 3.7147 -3.3909 4.0561 0.218 0.089 -0.041 -0.001
C 5.0726 -3.3688 3.7650 -0.121 -0.085 0.045 -0.054
C 5.8385 -4.5218 3.9208 -0.171 -0.097 0.046 -0.054
C 5.2429 -5.7006 4.3536 0.170 0.156 -0.078 0.004
C 3.8788 -5.7281 4.6416 0.211 0.258 -0.088 -0.084
H 1.7887 -9.0821 5.9614 0.080 0.181 -0.050 0.121
H -0.5867 -9.0764 6.6323 0.047 0.070 -0.030 0.108
H -1.9067 -6.9822 6.5150 0.081 0.006 -0.036 0.108
H -0.8622 -4.9054 5.6862 0.190 -0.020 -0.073 0.121
H 3.1251 -2.4889 3.9374 -0.067 -0.179 0.059 0.097
H 5.5365 -2.4510 3.4201 -0.056 -0.065 0.022 0.109
H 6.9005 -4.5014 3.7023 -0.089 -0.014 0.015 0.108
H 5.8438 -6.5957 4.4698 -0.209 0.005 0.021 0.121
```
Positions in Å, forces in eV/Å.

Highest occupied orbital energy, eV: -6.79
SMILES: C=CN[C@H](C=C)[C@](CC[C@H](C)CCC=C(C)C)(CNC)O[C@@H](CCCCC)CCCCS(=O)(=O)O.O=C1c2ccccc2C(=O)c2ccccc21.O=C1c2ccccc2C(=O)c2ccccc21.O=C1c2ccccc2C(=O)c2ccccc21
Gap between HOMO and LUMO, eV: 5.654
2S+1: 1
Charge: 0